[1]
C37H29BrGeN5SW as an isolated structure, computed with ωB97M-V/def2-TZVPD.

Values from the calculation:
spin multiplicity = 2
orbital gap (alpha / beta) = 0.227 / 0.237 Eh
HOMO level (alpha / beta) = -13.740 / -13.731 eV
electronic energy = -6816.74559 Ha
<S²> = 0.760
energy relative to the best compared isomer or geometry (same formula, charge and spin) = 89.6 kJ/mol
charge = +2

Last column: Mulliken spin population.
Element x y z (Å)
W (0.27, 1.20, -0.29)  0.898
Br (2.44, 0.99, -1.56)  -0.009
C (2.74, 2.87, -1.75)  0.006
C (3.97, 3.34, -2.10)  -0.006
C (4.11, 4.73, -2.28)  0.003
C (3.03, 5.55, -2.14)  -0.004
C (1.76, 5.03, -1.81)  0.007
C (0.62, 5.87, -1.75)  -0.004
C (-0.62, 5.33, -1.49)  0.005
C (-0.76, 3.97, -1.21)  -0.037
C (0.32, 3.08, -1.18)  0.016
C (1.59, 3.65, -1.56)  -0.031
H (4.81, 2.68, -2.25)  0.001
H (5.08, 5.13, -2.55)  0.000
H (3.13, 6.61, -2.31)  0.000
H (0.73, 6.93, -1.94)  0.000
H (-1.49, 5.97, -1.49)  0.001
H (-1.76, 3.61, -1.02)  -0.004
N (1.01, 1.26, 1.46)  0.002
C (1.26, 0.99, 2.61)  0.018
N (1.62, 0.82, 3.75)  0.003
C (1.50, -0.11, 4.68)  0.000
N (1.37, -0.89, 5.52)  0.001
N (-1.95, 2.14, 1.66)  0.002
C (-2.30, 1.05, 1.00)  0.010
S (-2.10, 1.09, -0.74)  0.093
N (-2.61, -0.08, 1.58)  -0.002
C (-2.76, -0.29, 3.00)  0.006
C (-3.53, 0.56, 3.77)  -0.001
C (-3.62, 0.32, 5.14)  0.000
C (-2.95, -0.75, 5.71)  -0.001
C (-2.21, -1.61, 4.92)  0.001
C (-2.11, -1.39, 3.55)  -0.004
H (-1.94, 3.02, 1.16)  -0.003
H (-2.00, 2.16, 2.67)  0.001
H (-2.68, -0.88, 0.96)  0.006
H (-4.12, 1.35, 3.32)  0.000
H (-4.23, 0.97, 5.75)  0.000
H (-3.01, -0.92, 6.78)  0.000
H (-1.70, -2.46, 5.36)  0.000
H (-1.55, -2.07, 2.92)  -0.003
C (3.30, -2.65, 2.06)  -0.003
C (1.96, -2.49, 2.39)  0.005
C (1.06, -2.06, 1.42)  0.038
C (1.47, -1.82, 0.10)  0.007
C (2.82, -2.00, -0.20)  0.005
C (3.73, -2.41, 0.76)  0.000
Ge (0.17, -1.30, -1.29)  -0.012
C (0.78, -1.48, -3.11)  0.005
C (0.32, -0.58, -4.07)  -0.001
C (0.68, -0.72, -5.40)  0.000
C (1.51, -1.76, -5.79)  0.000
C (1.97, -2.67, -4.85)  0.000
C (1.60, -2.54, -3.51)  -0.006
C (-1.50, -2.28, -0.89)  0.005
C (-2.74, -2.01, -1.46)  -0.002
C (-3.84, -2.82, -1.21)  0.003
C (-3.72, -3.93, -0.39)  -0.001
C (-2.48, -4.25, 0.15)  0.001
C (-1.38, -3.43, -0.10)  0.004
H (4.00, -2.99, 2.81)  0.000
H (1.61, -2.70, 3.39)  0.000
H (0.01, -1.95, 1.68)  -0.025
H (3.19, -1.85, -1.21)  0.000
H (4.77, -2.56, 0.50)  0.000
H (-0.33, 0.24, -3.79)  0.003
H (0.32, -0.01, -6.14)  0.000
H (1.79, -1.87, -6.83)  0.000
H (2.60, -3.49, -5.15)  0.000
H (1.95, -3.27, -2.80)  0.000
H (-2.88, -1.18, -2.14)  0.000
H (-4.79, -2.59, -1.67)  0.000
H (-4.57, -4.56, -0.19)  0.000
H (-2.35, -5.13, 0.76)  0.000
H (-0.42, -3.72, 0.31)  0.002

[2]
The molecule C20H23N3O3 in a non-equilibrium geometry, computed with ωB97M-V/def2-TZVPD.

Values from the calculation:
orbital gap = 0.308 Eh
HOMO level = -8.159 eV
electronic energy = -1165.91037 Ha
energy relative to the best compared isomer or geometry (same formula, charge and spin) = 204.2 kJ/mol

Last column: Mulliken charge in e.
Element x y z (Å)
C (-7.08, 1.07, -0.08)  -1.039
C (-7.96, 0.39, -1.13)  -0.370
C (-8.28, -1.08, -0.80)  -0.632
C (-7.22, -2.06, -1.29)  -0.801
N (-5.94, -1.87, -0.67)  -0.084
C (-4.81, -1.58, -1.32)  0.608
O (-4.68, -1.48, -2.53)  -0.730
C (-3.64, -1.36, -0.35)  0.442
O (-3.78, -1.42, 0.85)  -0.638
N (-2.51, -1.08, -1.04)  0.171
N (-1.32, -0.83, -0.47)  -0.670
C (-0.32, -0.58, -1.22)  -0.092
C (0.98, -0.31, -0.67)  0.489
C (2.06, -0.04, -1.52)  -1.071
C (3.31, 0.23, -1.01)  -0.294
C (3.52, 0.23, 0.37)  0.821
O (4.70, 0.48, 0.98)  -0.346
C (5.84, 0.78, 0.19)  -0.481
C (7.00, 1.07, 1.09)  0.389
C (6.81, 1.76, 2.28)  -0.441
C (7.89, 2.04, 3.11)  -0.504
C (9.16, 1.64, 2.75)  -0.435
C (9.36, 0.96, 1.57)  -0.540
C (8.28, 0.66, 0.74)  -0.534
C (2.44, -0.04, 1.22)  -0.522
C (1.20, -0.31, 0.71)  -0.666
H (-6.10, 0.60, -0.02)  0.176
H (-7.54, 1.02, 0.90)  0.309
H (-6.93, 2.11, -0.34)  0.349
H (-8.89, 0.94, -1.20)  0.334
H (-7.47, 0.44, -2.10)  0.273
H (-9.22, -1.35, -1.28)  0.320
H (-8.40, -1.19, 0.28)  0.352
H (-7.06, -1.94, -2.37)  0.358
H (-7.56, -3.09, -1.10)  0.326
H (-5.87, -1.90, 0.35)  0.276
H (-2.62, -1.07, -2.06)  0.324
H (-0.42, -0.57, -2.32)  0.327
H (1.91, -0.04, -2.59)  0.307
H (4.12, 0.44, -1.70)  0.408
H (5.64, 1.66, -0.44)  0.375
H (6.07, -0.07, -0.47)  0.437
H (5.81, 2.07, 2.56)  0.375
H (7.73, 2.58, 4.03)  0.375
H (10.00, 1.87, 3.39)  0.370
H (10.35, 0.64, 1.28)  0.383
H (8.44, 0.12, -0.18)  0.335
H (2.63, -0.04, 2.28)  0.403
H (0.36, -0.52, 1.36)  0.477

Q: The highest electronic energy belongs to which entry?
A: C20H23N3O3